(1)
{"formula": "C4H12", "method": "ωB97M-V with the def2-TZVPD basis set", "smiles": "CC.CC", "de_lowest_kcal_mol": 40.5, "energy_ev": -4340.7726, "e_lumo_ev": 1.18, "multiplicity": 1, "largest_force_ev_per_a": 4.078, "homo_lumo_gap_ev": 11.659, "homo_ev": -10.5, "symbols": ["C", "C", "H", "H", "H", "H", "H", "H", "C", "C", "H", "H", "H", "H", "H", "H"], "coordinates": [[0.741, 1.355, 0.842], [1.327, 0.321, 1.827], [1.523, 1.799, 0.232], [-0.122, 0.946, 0.250], [0.232, 2.023, 1.575], [0.591, -0.422, 1.726], [1.513, 0.632, 2.805], [2.342, -0.259, 1.576], [-0.576, -1.247, -1.713], [-1.519, -0.400, -0.958], [-0.029, -0.755, -2.481], [0.241, -1.817, -1.187], [-0.907, -2.108, -2.327], [-2.372, -0.021, -1.534], [-1.887, -0.814, -0.003], [-0.962, 0.618, -0.623]], "forces_ev_per_a": [[-0.2481, 0.1993, 1.4913], [2.3092, -1.8789, -2.7875], [-0.4109, 0.5180, -0.0647], [2.1105, 0.5332, 1.0326], [0.4944, 0.4947, -1.0526], [-0.8086, -1.5519, 1.0204], [-0.2710, 0.7655, 1.5587], [-2.0316, 1.4857, -0.1656], [1.8559, -2.8991, -0.9104], [0.1919, 2.9317, 1.5151], [0.4589, 1.2080, -0.5153], [-0.7637, 1.0602, 0.4699], [-1.1359, 0.3903, 0.5049], [0.1089, -0.4405, -0.0269], [0.0925, -0.0774, -0.5433], [-1.9524, -2.7386, -1.5265]]}

***

(2)
{"formula": "C10H15N2O2", "method": "ωB97M-V with the def2-TZVPD basis set", "de_lowest_kcal_mol": 80.9, "energy_ev": -17677.6619, "total_charge": 1, "e_lumo_ev": -3.30, "multiplicity": 1, "largest_force_ev_per_a": 5.531, "homo_lumo_gap_ev": 8.660, "homo_ev": -12.0, "symbols": ["C", "C", "C", "C", "C", "C", "C", "C", "C", "C", "N", "N", "O", "O", "H", "H", "H", "H", "H", "H", "H", "H", "H", "H", "H", "H", "H", "H", "H"], "coordinates": [[-1.770, -1.113, -0.868], [-2.361, -0.307, -1.909], [-0.838, -0.286, -0.365], [-1.788, 0.904, -1.904], [-0.127, 0.579, 3.260], [0.217, 1.814, 2.373], [0.709, -0.283, 1.238], [-1.938, 2.070, -2.734], [1.393, -2.676, 1.012], [1.789, -1.214, 0.765], [0.255, -0.510, 2.511], [0.860, 1.116, 1.188], [-0.519, 0.555, 4.386], [-0.781, 0.999, -0.866], [-1.861, -2.220, -0.748], [-3.177, -0.597, -2.503], [-0.633, 2.416, 2.011], [0.718, 2.655, 2.800], [-0.953, 2.017, -3.308], [-2.633, 1.951, -3.498], [-1.928, 2.991, -2.278], [2.345, -3.129, 0.526], [0.497, -2.980, 0.571], [1.354, -3.031, 2.096], [2.031, -1.101, -0.374], [2.641, -0.787, 1.279], [-0.056, -1.478, 2.790], [0.176, 1.393, 0.348], [1.829, 1.496, 0.938]], "forces_ev_per_a": [[1.0142, -0.3406, -0.5024], [0.5010, 0.2945, 0.8859], [2.8866, -0.6976, 3.9307], [-0.4557, 0.2067, 1.1917], [0.4092, 0.9926, 0.3604], [-1.1830, -0.6226, -0.2943], [-2.8464, -1.9256, -2.5548], [3.6627, -1.4304, -1.8271], [4.3328, -0.3272, 1.3053], [-0.9136, 1.0364, -1.9262], [-1.1486, -2.4304, 0.8316], [0.2995, 4.8346, -2.6691], [-0.2061, 0.1782, -0.4191], [-1.7948, -2.2647, -1.1106], [-0.0727, 1.4142, 0.2389], [-0.7182, -0.1828, -0.8446], [-0.4485, -1.0940, -0.0512], [1.5406, -0.2609, 0.6365], [-0.9133, 0.6178, 0.2823], [-1.6242, -0.1117, -0.9081], [-0.4511, 2.0500, 1.2599], [-2.0429, -0.3628, 0.8893], [-1.2219, -0.2645, -1.1949], [0.3317, 0.7483, -1.3110], [-0.7488, 0.0622, 2.0495], [0.8377, -0.8352, 0.4498], [0.6166, 1.6494, -0.2452], [1.7733, -0.0700, 0.9958], [-1.4162, -0.8637, 0.5512]]}

***

(3)
{"formula": "C12H41FN17O9P", "method": "ωB97M-V with the def2-TZVPD basis set", "smiles": "O=C=N[PH3]CCCF.NC(N)=O.NC(N)=O.NC(N)=O.NC(N)=O.NC(N)=O.NC(N)=O.NC(N)=O.NC(N)=O", "energy_ev": -68882.0794, "e_lumo_ev": 0.19, "multiplicity": 1, "largest_force_ev_per_a": 1.210, "homo_lumo_gap_ev": 9.221, "homo_ev": -9.0, "symbols": ["O", "C", "N", "P", "C", "C", "C", "F", "H", "H", "H", "H", "H", "H", "H", "H", "H", "N", "C", "N", "O", "H", "H", "H", "H", "N", "C", "N", "O", "H", "H", "H", "H", "N", "C", "N", "O", "H", "H", "H", "H", "N", "C", "N", "O", "H", "H", "H", "H", "N", "C", "N", "O", "H", "H", "H", "H", "N", "C", "N", "O", "H", "H", "H", "H", "N", "C", "N", "O", "H", "H", "H", "H", "N", "C", "N", "O", "H", "H", "H", "H"], "coordinates": [[-0.716, 2.082, 1.918], [-0.847, 1.632, 0.836], [-0.984, 1.138, -0.247], [0.254, 1.913, -1.633], [1.418, 2.689, -2.864], [1.701, 4.161, -2.543], [0.510, 5.082, -2.752], [0.030, 5.591, -1.536], [-0.458, 3.089, -1.425], [1.287, 1.545, -0.780], [-0.250, 0.942, -2.485], [2.359, 2.128, -2.810], [1.058, 2.575, -3.893], [2.551, 4.493, -3.142], [2.003, 4.267, -1.491], [0.757, 5.952, -3.364], [-0.345, 4.571, -3.207], [-1.759, -0.834, 3.181], [-2.444, -1.707, 2.370], [-2.630, -2.938, 2.915], [-2.847, -1.383, 1.260], [-1.407, -1.101, 4.083], [-1.591, 0.097, 2.838], [-3.139, -3.608, 2.371], [-2.285, -3.159, 3.839], [6.570, 2.850, -4.315], [5.786, 3.308, -3.290], [6.385, 3.330, -2.057], [4.628, 3.634, -3.461], [7.519, 2.549, -4.197], [6.156, 2.824, -5.229], [5.834, 3.661, -1.288], [7.334, 3.051, -1.900], [-4.957, 2.016, 3.282], [-4.790, 2.035, 4.640], [-3.929, 1.085, 5.127], [-5.361, 2.831, 5.365], [-4.501, 1.357, 2.678], [-5.580, 2.694, 2.884], [-3.781, 1.059, 6.117], [-3.453, 0.434, 4.529], [5.052, 0.274, -2.483], [4.017, -0.542, -2.869], [3.643, -1.491, -1.967], [3.470, -0.406, -3.951], [5.514, 0.203, -1.597], [5.330, 0.982, -3.137], [2.883, -2.094, -2.217], [4.090, -1.656, -1.084], [-4.021, 4.495, -0.703], [-4.884, 3.483, -1.043], [-4.359, 2.225, -0.962], [-6.032, 3.702, -1.388], [-3.072, 4.343, -0.415], [-4.372, 5.432, -0.754], [-4.952, 1.452, -1.198], [-3.413, 2.040, -0.673], [-3.032, -3.188, -2.688], [-2.214, -2.087, -2.598], [-1.951, -1.650, -1.340], [-1.762, -1.540, -3.594], [-3.427, -3.642, -1.888], [-3.250, -3.522, -3.607], [-1.375, -0.835, -1.251], [-2.316, -2.065, -0.500], [3.610, -5.384, -2.318], [4.024, -5.086, -1.051], [4.648, -6.102, -0.381], [3.853, -3.989, -0.547], [3.747, -6.280, -2.745], [3.166, -4.658, -2.849], [4.958, -5.913, 0.553], [4.801, -7.011, -0.775], [-2.860, -5.478, 6.199], [-2.256, -4.302, 6.528], [-2.115, -4.051, 7.857], [-1.859, -3.511, 5.680], [-3.194, -6.132, 6.881], [-2.973, -5.690, 5.226], [-1.675, -3.188, 8.120], [-2.432, -4.677, 8.573]], "forces_ev_per_a": [[-0.0071, 0.1141, 0.2606], [-0.2694, -0.4438, 0.2776], [0.1561, 0.3234, -0.3085], [0.5707, 0.3300, -1.0146], [0.2102, -0.0719, 0.0912], [0.0779, -0.0927, 0.0472], [-0.2854, 0.1486, -0.2337], [0.0346, -0.0571, 0.2071], [-0.2413, -0.0038, 0.1610], [-0.0479, -0.0611, 0.3281], [-0.2214, -0.2335, 0.0893], [-0.0979, 0.0314, -0.1434], [-0.0868, 0.0443, 0.1359], [-0.1136, -0.0117, 0.1298], [0.0350, 0.0202, -0.1301], [0.0317, -0.0721, 0.0190], [0.1327, -0.0024, -0.0973], [-0.3330, 0.1437, -0.1150], [0.2282, -0.0097, 0.4375], [0.0778, 0.1866, -0.1674], [-0.1494, -0.0286, 0.1449], [0.0413, -0.0706, -0.0328], [0.1652, -0.0309, 0.0032], [-0.0037, -0.0080, 0.0245], [-0.1175, -0.2053, 0.0493], [-0.0250, -0.0377, 0.0787], [0.1790, -0.0363, -0.0167], [-0.0355, -0.0211, -0.0712], [0.0027, 0.1210, 0.0391], [0.0130, 0.0432, -0.0077], [-0.0163, -0.0211, 0.0048], [-0.0005, 0.0056, -0.0003], [0.0197, 0.0650, -0.0154], [0.0170, -0.0040, 0.0672], [0.0319, -0.0505, -0.0605], [-0.0379, 0.0035, -0.1105], [-0.0114, 0.0112, 0.0066], [-0.0102, 0.0052, 0.0002], [0.0050, 0.0063, -0.0112], [-0.0162, 0.0293, 0.0006], [0.0469, -0.0649, 0.0163], [-0.0503, -0.1407, -0.0029], [0.0067, 0.0501, 0.0815], [-0.0633, 0.1889, -0.0226], [-0.0317, 0.0010, -0.0502], [-0.0307, 0.0041, 0.0085], [-0.0051, -0.0444, 0.0028], [0.0209, 0.0136, 0.0283], [0.0425, -0.1145, -0.0868], [-0.0242, -0.0760, -0.0381], [0.0844, 0.0701, 0.0413], [0.1305, -0.0034, 0.1069], [-0.0274, -0.0136, -0.0022], [-0.0064, -0.0079, 0.0146], [-0.0081, -0.0039, -0.0003], [-0.0096, 0.0173, -0.0315], [-0.0030, -0.0982, -0.0382], [0.0438, -0.0514, -0.0202], [0.0814, 0.1513, 0.2683], [0.0906, -0.4273, -0.4881], [0.0325, 0.0202, -0.1714], [-0.0147, 0.0445, 0.0150], [-0.0107, 0.0204, -0.0027], [-0.0941, 0.1455, 0.1901], [-0.1415, 0.2197, 0.0661], [0.0051, -0.0288, 0.0583], [0.0381, -0.0376, -0.0277], [-0.0200, 0.0058, -0.0499], [-0.0258, 0.0031, 0.0752], [0.0054, 0.0062, 0.0015], [0.0132, 0.0119, -0.0030], [-0.0114, 0.0066, 0.0020], [-0.0018, 0.0030, -0.0001], [0.0213, 0.0196, 0.0534], [0.0026, 0.0548, 0.0323], [-0.0162, -0.0701, -0.0158], [0.0325, 0.0407, -0.0617], [-0.0046, 0.0074, -0.0015], [0.0060, 0.0042, -0.0040], [-0.0032, 0.0072, -0.0085], [-0.0024, 0.0070, -0.0021]]}